[1]
Density functional theory data (ωB97M-V/def2-TZVPD) for a single C26H22BF6NO2 molecule in a non-equilibrium geometry.

Atoms and positions in Å:
H -0.85 5.30 8.22
H -5.13 4.86 3.42
C 2.16 -0.50 4.58
C -1.25 0.42 3.06
H -2.17 2.27 1.28
C 0.50 3.64 8.13
F -3.70 -0.57 5.93
C -0.34 4.62 8.91
H -1.09 4.08 9.51
H 0.30 5.21 9.58
H 3.44 -2.20 4.11
H 2.06 3.65 6.65
H -4.79 0.56 2.88
F -3.94 2.16 -0.65
C -4.44 1.50 3.31
C -4.66 3.91 3.67
H -4.35 -0.33 -1.39
B -2.78 -1.03 5.03
C 0.06 -0.34 3.31
F -3.34 -1.66 3.94
C 1.67 -2.09 2.88
C -2.12 0.55 4.27
C -3.33 1.06 -0.08
C 0.46 -1.45 2.56
O -1.46 4.58 6.37
C 2.52 -1.66 3.88
H 2.15 4.98 7.84
C 0.95 0.14 4.29
C -1.43 1.16 5.42
C -3.00 2.67 4.79
H 1.89 3.24 9.74
H -0.91 1.45 2.86
C -3.70 -0.20 -0.53
C -2.40 -1.13 1.34
H 0.48 2.17 9.73
C -5.11 2.72 3.10
H 0.91 5.02 6.56
H -0.75 0.69 6.12
C 1.47 4.36 7.23
H 2.79 -0.10 5.36
C -1.24 3.38 6.46
C -3.17 -1.28 0.18
H -3.18 4.77 5.09
H -2.13 -2.01 1.92
C -3.59 3.90 4.58
F -3.47 -2.56 -0.25
O -0.38 2.76 7.28
F 1.96 -3.27 2.22
H 1.79 1.93 8.55
H -5.97 2.73 2.44
C 1.20 2.69 9.09
F -1.65 -1.61 5.52
C -2.45 1.25 0.99
C -2.03 0.14 1.75
H 0.71 1.06 4.83
H -0.16 -1.82 1.75
N -1.88 2.41 5.64
C -3.29 1.51 4.10

Energy relative to the best compared isomer or geometry (same formula, charge and spin) (kJ/mol): 0.0
HOMO energy (eV): -8.9229
Kohn-Sham gap (eV): 7.82
Spin multiplicity: 1

Here are the Löwdin charges for atoms 1 to 4, given in e:
1. H 0.079
2. H 0.109
3. C -0.052
4. C -0.134

[2]
Density functional theory data (ωB97M-V/def2-TZVPD) for a molecular structure, C35H60BIN15O5PSSi2 in a non-equilibrium geometry.

Atoms and positions in Å:
H -10.63 0.16 -5.20
H 3.59 -3.10 2.96
N -0.39 -7.92 -4.10
H 1.01 -6.68 0.29
C 4.12 12.13 0.88
H -7.62 -5.20 -8.24
H 0.45 -5.93 5.37
C -0.95 -4.37 5.77
C 0.82 1.53 0.59
C -11.02 -0.47 -6.00
H 1.22 11.48 -2.87
H -6.20 -7.54 0.14
I 3.40 -3.90 -1.32
N 2.48 4.07 0.68
H -0.83 -6.77 -0.06
H -0.43 -5.36 3.95
H -4.72 -6.62 -0.07
H 0.49 10.94 2.23
H -1.96 -3.08 -3.41
H 8.89 -3.06 3.15
H 4.68 14.12 1.38
H -5.77 -3.99 -3.01
C 3.42 4.71 0.86
O 1.14 -1.55 0.16
H 0.71 -2.95 -5.20
H 4.61 5.97 2.09
H 3.86 -1.48 3.87
N 4.96 -7.30 4.29
C -1.18 -0.78 7.26
H -3.27 -7.27 -2.88
H 4.50 -5.17 1.95
H -6.74 -5.75 -6.82
S -0.06 -4.45 0.30
H 6.02 13.10 0.86
H 0.88 11.89 -1.20
C -4.56 -2.58 -4.04
C -2.44 -6.60 -3.13
N 2.92 14.11 -2.25
H 2.18 -1.87 3.07
C 4.44 -6.63 3.51
Si 1.16 -2.98 -0.81
C -1.29 -7.34 -3.67
H 0.05 12.74 -2.50
C -5.87 -6.84 -1.85
O -1.29 -3.59 -2.88
H -1.03 10.05 2.19
B 3.89 -1.31 1.54
N -3.71 -1.79 -4.07
H 2.90 8.55 1.30
C 5.08 13.11 1.42
O 0.26 -4.26 1.79
N 6.94 -4.58 1.13
H -2.52 -0.58 3.21
C 3.78 -5.78 2.51
C 8.65 -2.85 2.10
C -8.12 -4.18 -6.44
C 2.24 1.15 0.63
C 7.70 -3.82 1.56
H 5.53 4.94 1.00
N 4.65 7.63 3.81
C 2.08 13.32 -2.23
C 0.03 -5.04 4.89
C -11.21 0.28 -7.24
C 0.29 9.60 0.59
P 0.14 -2.63 -2.76
C 4.61 5.53 1.09
N -8.88 -3.64 -5.76
N 0.74 8.86 -0.18
H 2.74 9.83 2.50
H 3.06 1.88 0.99
C -1.54 -0.41 2.77
H 0.42 2.52 1.02
H -2.18 -6.07 -2.21
H -0.97 0.20 3.47
C 0.16 -6.20 -0.33
O -1.54 -4.05 0.12
C 1.01 12.31 -2.20
H -6.60 -3.14 -4.31
N -0.31 -2.66 2.23
H -1.69 0.20 1.87
H 0.36 -6.23 -1.47
H 8.26 -1.83 2.06
H 4.68 6.35 0.38
N 0.20 0.62 5.52
H 1.32 -4.40 -4.21
H -6.32 -4.22 -7.57
O 5.32 -1.17 1.24
H -2.04 -1.27 6.79
H -6.27 -5.79 -0.03
H 5.62 -2.01 0.78
C -0.28 10.54 1.56
H 4.17 9.76 1.48
C 4.12 8.30 3.03
H -2.82 -5.86 -3.84
H 0.03 0.78 0.18
N -5.96 -6.95 -2.99
H 0.86 -4.38 4.63
Si 2.66 -0.68 0.12
H -5.44 -4.41 -4.68
H 3.23 -6.38 1.77
H -0.76 11.38 1.07
H -11.97 -0.89 -5.64
C 3.33 -1.96 2.96
H -1.57 -0.15 8.06
H 2.30 -2.78 -4.20
H -10.33 -1.31 -6.13
N -1.71 -3.84 6.45
H 3.27 -0.75 -1.22
C 1.24 -3.24 -4.21
H 9.60 -2.86 1.54
C -0.41 0.00 6.28
H -0.58 -1.56 7.72
C -5.76 -6.69 -0.39
N -11.35 0.87 -8.23
C -5.64 -3.57 -4.01
C 3.45 9.15 2.03
C -7.16 -4.87 -7.31
H 5.32 12.90 2.47
N 3.37 11.36 0.46
H 3.06 -5.10 2.97
C -0.85 -1.66 2.46

Energy relative to the best compared isomer or geometry (same formula, charge and spin) (kJ/mol): 627.0
HOMO energy (eV): -7.2532
Kohn-Sham gap (eV): 7.24
Spin multiplicity: 1

Here are the Löwdin charges for atoms 1 to 4, given in e:
1. H 0.081
2. H 0.051
3. N 0.124
4. H 0.064

[3]
Density functional theory data (ωB97M-V/def2-TZVPD) for a molecular structure, CCl2NO2S in a non-equilibrium geometry.

Atoms and positions in Å:
Cl 0.61 -1.72 0.03
O -1.97 -0.60 -0.28
S -0.86 0.28 -0.13
Cl 2.18 0.50 -0.27
O -0.55 0.97 -1.33
N -0.56 0.89 1.14
C 1.14 -0.32 0.85

⟨S²⟩: 2.010
HOMO energy (spin up / spin down) (eV): -2.1407 / -4.3611
Kohn-Sham gap (spin up / spin down) (eV): 5.70 / 6.74
Charge: -1
Spin multiplicity: 3

Here are the Löwdin charges for atoms 1 to 4, given in e:
1. Cl 0.532
2. O -0.421
3. S 0.193
4. Cl 0.448

[4]
Density functional theory data (ωB97M-V/def2-TZVPD) for 12 unconnected molecules or ions with the total composition C46H87BN13OS2 in a non-equilibrium geometry.

Atoms and positions in Å:
H -1.02 -4.16 4.18
H 0.42 -3.22 4.58
C -7.01 0.69 2.62
N -1.97 0.76 0.96
H 0.77 -6.81 8.32
H 5.20 4.65 -0.64
N 4.71 2.20 -1.74
H 4.47 -0.70 -6.99
C -1.95 -4.88 0.04
C -1.27 -7.31 5.68
H 7.55 0.54 -1.42
H -0.05 3.75 4.12
H -2.30 -3.21 -7.28
H 0.35 -4.11 3.05
O 1.53 5.67 2.08
C -2.47 7.61 -1.89
H -7.34 6.33 0.21
C -3.37 -4.49 -2.57
N 5.09 3.30 1.17
H 4.30 -4.20 1.48
H -5.17 4.42 -2.24
H -0.90 -7.41 8.35
N -8.22 1.04 2.56
C -5.71 5.17 1.00
C -2.30 -0.37 -7.15
H 4.97 -4.03 -0.15
H -0.38 8.06 -1.87
H -1.39 5.49 -0.53
H 3.73 -6.18 0.04
C -5.85 3.79 -1.66
H -1.55 -2.65 2.31
C 6.62 5.47 1.05
H -1.44 -1.74 3.81
C 0.19 -1.39 2.43
C 7.84 1.49 -3.36
H 1.80 -2.21 -6.86
H -3.45 3.28 2.49
N -3.68 7.96 -1.95
H 4.50 2.71 0.51
C -0.91 3.23 3.67
N -5.07 4.69 1.97
C -1.05 7.21 0.71
C -5.55 0.26 2.68
H -1.70 3.16 4.43
H -1.73 -5.48 0.93
H -0.58 4.05 1.71
H 0.37 -8.30 9.19
C -1.15 -0.87 -8.01
C 2.07 -5.57 2.14
C -2.65 -1.41 -6.09
C -1.92 -4.92 -2.51
H -2.94 3.92 0.92
H 8.91 1.26 -3.40
H -3.00 -4.58 0.10
H 4.28 -2.43 -6.62
H 2.10 3.71 -0.43
C 5.93 1.89 -1.81
C 0.43 -8.53 7.04
N 2.22 4.72 -0.22
C -6.49 5.75 -0.17
H -0.43 8.11 0.74
H 3.84 -1.82 -8.21
C 3.17 -5.24 -0.07
H -1.66 5.01 2.73
H -7.65 3.96 -0.51
H -0.57 2.22 3.42
C -0.77 6.39 -0.54
H 3.51 -3.13 0.31
H 2.99 -5.11 -1.15
C 7.40 1.52 -1.89
H 7.80 5.43 0.88
B 2.50 4.87 1.26
H -0.62 -6.03 -1.20
H -4.91 1.15 2.64
C 2.88 -2.07 -4.34
C 2.33 -0.93 -5.19
H 3.07 5.11 -0.70
H 7.45 0.46 -5.22
C -2.26 1.92 1.34
H 6.28 6.48 0.51
H 7.71 2.48 -3.80
H -3.45 -1.02 -5.45
H 1.48 -8.86 7.06
H 2.02 6.44 2.53
H 6.47 5.50 2.21
H -5.85 6.44 -0.73
H -2.10 7.51 0.77
C 7.08 0.47 -4.19
H 1.98 -0.50 -7.27
H -5.93 -1.43 3.98
H 1.25 -6.18 0.26
S 3.04 2.51 3.32
H 7.19 -0.54 -3.78
H 0.82 -6.86 5.71
C 2.41 -1.31 -6.67
H -1.69 -5.54 -3.38
H 6.71 3.59 -0.24
H -4.97 1.19 5.25
H 0.41 -8.37 4.88
H 7.99 2.26 -1.34
H -3.97 -2.61 -7.33
H 0.28 6.06 -0.52
H -2.00 0.57 -6.67
H 0.76 -1.93 1.67
H -5.32 -0.37 1.81
N 2.27 -5.76 3.37
H -7.57 5.05 -1.89
C 0.15 -7.71 8.29
H -0.19 -9.43 7.05
H -2.29 -6.60 -1.21
C -1.67 -5.70 -1.22
H -0.79 6.55 -2.70
H 6.01 0.70 -4.23
H -5.36 -0.30 6.12
C -0.85 -2.30 3.08
N 1.93 -0.43 4.38
N 3.34 -3.01 -3.64
C -0.24 -3.52 3.76
C -6.99 4.62 -1.07
S 3.94 4.11 2.21
C 1.83 -5.34 0.66
H 1.25 -4.43 0.52
C 0.18 -7.74 5.75
N -0.20 -1.29 -8.73
N -4.58 -4.13 -2.63
H -1.28 -4.03 -2.55
N -2.48 -6.96 5.63
H -3.36 -3.45 -5.89
C 3.83 -1.58 -7.14
H -0.83 6.62 1.61
C 1.14 -0.86 3.50
H -3.17 -0.16 -7.79
H -1.33 -3.98 0.06
H -6.64 0.59 5.29
H 1.29 -0.74 -4.90
H -6.25 3.02 -2.32
H -0.31 -0.54 1.94
C 5.85 4.25 0.27
C -5.58 0.29 5.23
C -2.62 3.33 1.79
H -4.26 -0.86 3.99
C -3.09 -2.74 -6.69
H -5.27 3.29 -0.88
H -1.78 -1.59 -5.44
C -5.30 -0.53 3.97
C 4.03 -4.08 0.42
C -1.40 3.99 2.44
C -1.02 7.18 -1.83
H 3.21 1.31 2.57
H 2.91 -0.03 -5.00

HOMO energy (eV): -12.1163
Kohn-Sham gap (eV): 7.07
Charge: +1
Spin multiplicity: 1

Here are the Löwdin charges for atoms 1 to 4, given in e:
1. H 0.076
2. H 0.076
3. C -0.165
4. N 0.113

[5]
Density functional theory data (ωB97M-V/def2-TZVPD) for a molecular structure, C12H30IN2NaO4 in a non-equilibrium geometry.

Atoms and positions in Å:
C 1.46 -3.16 -4.25
C 0.44 1.89 -2.01
H -2.99 -0.20 3.16
H -0.12 0.53 4.73
H -3.62 0.01 1.53
H -2.80 -1.88 -0.11
H 0.77 3.11 2.49
H -0.60 -1.44 -1.26
H -2.79 -3.18 1.11
H 1.69 -1.15 -1.03
O -2.05 -1.34 1.80
H 0.89 0.89 -1.86
H 1.82 -2.33 0.10
H 0.70 2.11 4.79
H 1.13 -4.17 -4.50
H -2.01 2.74 1.25
H -1.03 1.97 5.04
C 2.71 2.64 -2.21
H -0.48 -3.20 1.16
I 3.23 0.42 2.04
H 0.17 2.03 -3.07
H -1.10 -3.75 -0.40
Na 0.36 -0.14 1.47
C -0.95 -2.86 0.23
H 1.15 -4.14 -1.53
H 2.59 -3.15 -2.02
H -1.36 1.14 -1.41
O 1.41 2.85 -1.68
H -1.48 2.78 -1.21
C -0.74 1.98 -1.07
H -0.84 4.01 0.80
O -0.45 1.60 3.07
H 1.10 -2.42 -4.96
H 2.69 2.29 -3.24
C -2.29 -2.27 0.77
H 3.23 3.58 -2.10
H -4.02 -1.48 2.47
C -0.95 2.97 1.15
H -0.69 3.68 3.20
N -0.18 -1.84 -0.43
O 0.88 -2.66 -3.04
C -0.31 2.90 2.51
C 1.52 -3.16 -1.86
C -0.19 1.58 4.45
H 3.18 1.83 -1.64
C 1.22 -2.10 -0.78
N -0.25 1.96 0.35
H 0.62 2.45 0.09
C -3.25 -0.73 2.25
H 2.55 -3.21 -4.33

Energy relative to the best compared isomer or geometry (same formula, charge and spin) (kJ/mol): 4.0
HOMO energy (eV): -7.0615
Kohn-Sham gap (eV): 7.12
Spin multiplicity: 1

Here are the Löwdin charges for atoms 1 to 4, given in e:
1. C -0.109
2. C -0.221
3. H 0.089
4. H 0.092

[6]
Density functional theory data (ωB97M-V/def2-TZVPD) for a gas-phase ion, C7H11N4S2 (charge +1) in a non-equilibrium geometry.

Atoms and positions in Å:
H 1.75 -1.24 -5.00
H 2.51 -1.86 -3.28
H 0.94 0.83 2.40
H 1.93 -2.90 -4.45
C -1.09 0.20 1.29
N 1.18 0.42 0.42
N -0.64 0.80 2.70
S 0.13 -1.80 -3.25
H 2.59 1.37 1.69
H 3.07 0.47 -0.53
H -3.82 2.43 3.57
C -0.48 -0.62 -0.91
C -3.33 1.46 3.05
H -3.07 1.64 1.97
N 1.69 0.83 1.61
H -2.20 0.14 1.07
S -1.69 1.13 3.84
H -1.42 -0.88 -1.23
C -0.23 -0.03 0.27
C 2.07 0.19 -0.59
C 0.48 -0.83 -1.91
N 1.76 -0.44 -1.68
H -3.98 0.59 3.05
C 1.85 -1.90 -4.09

Energy relative to the best compared isomer or geometry (same formula, charge and spin) (kJ/mol): 359.4
HOMO energy (spin up / spin down) (eV): -11.9454 / -11.6379
Kohn-Sham gap (spin up / spin down) (eV): 6.98 / 6.22
Charge: +1
Spin multiplicity: 1

Here are the Löwdin charges for atoms 1 to 4, given in e:
1. H 0.073
2. H 0.003
3. H 0.061
4. H 0.024